(1)
A structure of composition C8H40BrGaNO11 in a non-equilibrium geometry, computed with ωB97M-V/def2-TZVPD.

Output
molecular weight: 476.0 g mol⁻¹
orbital gap: 6.895 eV
E_LUMO: 2.1 eV
total charge: -1
maximum force: 5.4 eV/A

```
62
Properties=species:S:1:pos:R:3:forces:R:3
C -4.7596 -0.2623 -0.4562 -0.424 0.399 0.052
C -3.1934 0.2332 -0.3078 -0.576 0.783 -0.466
C -2.1378 -0.5376 -1.2979 0.253 -0.258 0.201
C -0.6934 -0.9013 -0.5827 -0.454 -1.505 -0.296
C -0.8532 -1.7671 0.8098 0.480 -0.357 -0.048
Ga 0.4772 0.7845 -0.3418 -1.488 0.189 -0.120
Br 2.7963 0.2924 -0.8812 0.370 -0.161 0.092
C 0.3715 1.6541 1.5412 0.776 2.345 1.340
C 0.5177 3.3001 1.2835 2.533 1.963 -1.434
C -0.6429 4.3792 1.7583 -0.249 -2.149 -0.512
N 1.6104 3.8618 0.6124 -4.175 -1.693 2.913
H -4.8743 -1.3694 -0.8312 0.422 2.080 0.769
H -5.3721 0.4069 -1.2307 1.529 -1.526 1.863
H -5.3002 -0.1628 0.5937 1.086 -0.215 -2.260
H -2.9191 0.2042 0.8299 -0.262 -0.145 -2.270
H -3.1682 1.3841 -0.6225 -0.022 -2.432 0.875
H -2.6021 -1.5500 -1.7273 0.742 2.148 0.956
H -1.9274 0.1870 -2.2052 -0.369 -1.583 1.710
H -0.1303 -1.6163 -1.3545 -1.132 1.440 1.608
H -1.3003 -2.8466 0.6149 0.684 2.276 0.495
H -1.4751 -1.2114 1.6486 1.120 -1.103 -1.783
H 0.2267 -1.9467 1.2703 -2.104 0.388 -0.946
H -0.0824 1.9076 -1.3779 0.322 -0.233 0.105
H 1.2723 1.3500 2.2552 -1.893 0.587 -1.544
H -0.6284 1.4581 2.1190 1.788 0.438 -1.067
H -1.5219 3.7269 2.2278 1.809 1.708 -0.724
H -1.0516 4.8886 0.7811 0.952 -0.933 2.285
H -0.1618 5.1220 2.5249 -1.098 -1.372 -1.516
H 1.4791 4.9176 0.5727 -0.144 -1.608 0.180
O 2.4507 2.6226 4.2005 0.418 -0.299 0.057
H 3.2287 2.1043 4.4553 -0.212 0.226 -0.097
H 2.5694 2.7714 3.2504 -0.184 0.062 0.019
O 5.1953 -2.4134 -1.6056 0.440 0.073 -0.275
H 5.9465 -2.3938 -2.2174 -0.227 -0.003 0.124
H 4.8890 -1.4944 -1.5815 -0.325 0.036 0.158
O 3.8681 -2.5287 1.1784 0.363 0.127 0.093
H 4.6192 -2.5091 0.5666 -0.353 -0.005 0.047
H 3.5617 -1.6097 1.2024 -0.080 -0.189 -0.184
O 3.5821 -3.5976 -3.8821 0.085 -0.087 0.122
H 3.9719 -4.4551 -3.6550 -0.022 0.289 -0.055
H 3.7117 -3.0629 -3.0844 0.015 -0.151 0.022
O 2.2916 -1.4338 -5.3831 0.436 0.186 -0.248
H 2.7384 -2.1869 -4.9682 -0.116 -0.093 0.001
H 3.0179 -0.8631 -5.6759 -0.351 -0.181 0.166
O -6.9078 -0.1288 -2.8092 -0.168 0.078 -0.698
H -6.5440 0.6920 -3.1737 -0.072 -0.278 0.163
H -6.8561 -0.7555 -3.5464 0.018 0.178 0.291
O 5.8015 -5.3385 -2.5391 0.324 -0.221 0.351
H 6.1913 -6.1961 -2.3120 -0.189 0.282 -0.146
H 5.9312 -4.8039 -1.7414 -0.259 -0.021 -0.195
O -0.9655 7.0206 0.4792 0.130 0.909 -0.144
H -0.8580 7.5286 1.2973 -0.038 -0.269 -0.212
H -0.7079 7.6423 -0.2180 -0.095 -0.229 0.168
O 1.0465 -0.5560 4.3457 -0.096 0.241 -0.011
H 0.3788 -0.4080 3.6593 0.255 -0.037 0.106
H 1.4241 0.3233 4.4984 -0.179 -0.110 -0.149
O -5.1108 2.0455 1.9590 -0.396 0.140 0.416
H -5.9316 2.5523 1.8675 0.304 -0.179 -0.035
H -5.1815 1.6422 2.8373 0.100 0.103 -0.309
O -0.7525 -5.1681 1.3181 0.318 -0.470 0.223
H -0.5651 -6.1166 1.2528 -0.079 0.350 -0.011
H 0.0099 -4.8115 1.7984 -0.238 0.071 -0.218
```
Positions in Å, forces in eV/Å.

=====

(2)
A cluster of 2 separate species, CHN3O in total in a non-equilibrium geometry, computed with ωB97M-V/def2-TZVPD.

Output
SMILES: N#CO.N#N
molecular weight: 71.0 g mol⁻¹
energy above the lowest of the compared OMol25 structures with the same formula, charge and spin: 155.6 kJ/mol
orbital gap: 11.880 eV
E_LUMO: 0.5 eV
maximum force: 6.9 eV/A

```
6
Properties=species:S:1:pos:R:3:forces:R:3
N 2.3393 0.4639 1.2205 1.383 0.339 0.304
C 1.3254 0.4940 0.6985 -0.617 -0.655 0.144
O 0.1383 0.3310 0.2328 3.117 -0.729 -4.316
H -0.4414 0.6350 0.8357 -3.496 1.609 3.216
N -0.9877 -2.2997 2.2607 0.997 5.533 -2.260
N -0.8113 -1.2582 1.8501 -1.384 -6.098 2.913
```
Positions in Å, forces in eV/Å.

=====

(3)
The molecule C4H7NO in a non-equilibrium geometry, computed with ωB97M-V/def2-TZVPD.

Output
SMILES: COC1=N[C@@H]1C
molecular weight: 85.1 g mol⁻¹
energy above the lowest of the compared OMol25 structures with the same formula, charge and spin: 418.0 kJ/mol
orbital gap: 9.807 eV
E_LUMO: 0.8 eV
maximum force: 7.9 eV/A

```
13
Properties=species:S:1:pos:R:3:forces:R:3
C 1.0884 -0.9495 2.2510 0.216 -1.828 0.057
O 0.0266 -0.1379 1.5459 1.528 0.391 2.676
C -0.3039 -0.2808 0.3259 1.075 -6.272 -4.603
N -0.1552 -1.1936 -0.7162 0.013 3.015 4.612
C -1.0602 -0.0394 -0.8504 -0.306 2.732 -0.831
C -0.5965 1.1737 -1.6772 -0.386 0.843 -2.219
H 0.9163 -2.0773 2.1470 -0.351 1.628 -0.174
H 1.0336 -0.7557 3.3801 -0.116 0.335 -2.007
H 2.1491 -0.8434 1.8491 -1.611 0.677 0.306
H -2.1555 -0.1109 -0.9012 0.184 -0.553 0.188
H -0.5331 2.0858 -1.0083 -0.186 -0.875 -0.963
H -1.3819 1.3508 -2.5469 1.580 -0.021 1.773
H 0.4247 1.0475 -2.2158 -1.640 -0.071 1.184
```
Positions in Å, forces in eV/Å.

=====

(4)
A structure of composition C6H15NO in a non-equilibrium geometry, computed with ωB97M-V/def2-TZVPD.

Output
molecular weight: 117.2 g mol⁻¹
energy above the lowest of the compared OMol25 structures with the same formula, charge and spin: 436.1 kJ/mol
orbital gap (spin up / spin down): 7.840 / 7.839 eV
E_LUMO (spin up / spin down): 0.5 / 0.5 eV
maximum force: 2.4 eV/A

```
23
Properties=species:S:1:pos:R:3:forces:R:3
C -0.7204 0.1874 0.6661 -0.041 -0.178 -2.432
C 0.5586 -0.9992 -0.8505 0.200 -0.246 0.360
C 0.1710 -1.0374 0.6431 0.013 -0.286 -0.278
C 1.7487 2.2473 1.3566 -0.278 0.130 -0.196
C -2.1863 0.1073 0.4149 -0.054 -0.129 0.256
C -0.1208 -2.0563 -1.7097 0.011 0.151 0.088
N 0.0711 0.3648 -1.1242 -0.261 0.796 2.174
O 0.8808 2.2550 0.2878 0.098 -0.132 -0.677
H -0.4536 0.9603 1.3724 0.313 0.379 -0.536
H 1.6422 -1.0774 -0.9938 -0.090 0.065 -0.042
H 0.6795 1.2803 -0.7214 0.077 -0.154 0.914
H -0.3676 0.5083 -2.0265 -0.394 -0.017 0.156
H 1.0316 -0.8843 1.2900 -0.007 -0.082 0.046
H -0.3680 -1.9419 0.9371 0.111 -0.025 0.083
H 2.7168 1.7612 1.1486 0.050 -0.032 0.062
H 1.3117 1.7348 2.2494 0.135 -0.076 0.006
H 1.9664 3.2728 1.6997 0.110 -0.083 0.029
H -2.5723 1.0917 0.1502 0.039 -0.026 -0.005
H -2.4499 -0.6090 -0.3595 -0.034 -0.044 0.052
H -2.6714 -0.1832 1.3562 -0.012 -0.032 -0.066
H -1.2050 -2.0326 -1.5898 -0.007 0.007 0.004
H 0.2275 -3.0520 -1.4315 0.011 0.026 -0.008
H 0.1094 -1.8978 -2.7653 0.009 -0.010 0.008
```
Positions in Å, forces in eV/Å.

=====

(5)
A cluster of 4 separate species, C3H16N2O3 in total in a non-equilibrium geometry, computed with ωB97M-V/def2-TZVPD.

Output
molecular weight: 128.2 g mol⁻¹
energy above the lowest of the compared OMol25 structures with the same formula, charge and spin: 573.3 kJ/mol
2S+1: 2
orbital gap (spin up / spin down): 10.291 / 4.749 eV
E_LUMO (spin up / spin down): -3.8 / -9.3 eV
total charge: +1
maximum force: 12.8 eV/A

```
24
Properties=species:S:1:pos:R:3:forces:R:3
N -0.4349 0.7869 1.3470 -0.407 -3.716 1.050
C 0.2839 -0.4806 1.1560 -0.831 -0.048 0.657
C -0.7571 -1.7497 1.3072 -1.219 1.623 1.145
C 0.7553 -0.5933 -0.2578 4.010 -0.090 -0.795
N 2.3244 -0.7179 -0.3731 -3.502 2.665 -0.592
H -0.4400 0.9501 2.3500 -0.319 1.146 0.110
H -1.3891 0.7635 0.8936 1.264 0.730 0.260
H 1.0172 -0.8269 1.9545 -0.606 1.757 -0.932
H -1.5875 -1.5886 1.9750 0.537 0.251 1.706
H -1.4292 -2.0485 0.5537 0.251 0.031 -2.415
H -0.0890 -2.5204 1.5775 0.463 -0.972 0.459
H 0.4853 0.2326 -0.9244 0.086 -0.095 0.401
H 0.2580 -1.4482 -0.5588 -0.377 -1.679 -1.629
H 2.4713 -0.8210 -1.3582 0.378 0.085 -0.551
H 2.7858 -1.4496 0.0718 0.261 -1.746 1.186
H -1.7870 0.0397 -2.0551 6.953 4.892 5.137
H -2.4875 -1.2210 -2.1324 -0.165 0.586 -0.676
O -2.3708 -0.3332 -2.5254 -7.147 -5.931 -4.755
H 1.4411 2.7791 1.0859 -7.354 2.785 6.887
H 2.2247 1.7534 0.2757 2.736 -11.907 -3.701
O 2.0090 2.4840 0.5615 4.621 8.989 -3.168
H -1.4094 2.4940 -2.0655 -4.071 7.814 -2.381
H -0.8424 1.7439 -1.0168 2.014 0.492 8.285
O -1.0321 1.7717 -1.8419 2.424 -7.663 -5.688
```
Positions in Å, forces in eV/Å.

=====

(6)
A structure of composition C55H77GeN9O5S2ScSi2Te in a non-equilibrium geometry, computed with ωB97M-V/def2-TZVPD.

Output
molecular weight: 1309.8 g mol⁻¹
energy above the lowest of the compared OMol25 structures with the same formula, charge and spin: 77.3 kJ/mol
2S+1: 2
orbital gap (spin up / spin down): 6.807 / 5.576 eV
E_LUMO (spin up / spin down): -0.2 / -1.4 eV
maximum force: 1.1 eV/A

```
153
Properties=species:S:1:pos:R:3:forces:R:3
Sc 0.5966 -0.7869 -0.3013 -0.139 -0.892 0.550
C 1.5203 -3.7891 -3.3767 0.002 0.039 -0.026
C 0.1054 -3.4265 -3.0411 -0.055 -0.029 0.050
C -0.9516 -4.0724 -3.6532 0.015 -0.010 0.016
C -2.2537 -3.7146 -3.2908 -0.010 -0.005 -0.038
C -2.4670 -2.7112 -2.3852 0.044 -0.036 0.012
C -1.3445 -2.0335 -1.8474 0.018 0.114 -0.007
N -0.0861 -2.4573 -2.1317 0.101 0.227 -0.056
N -1.3794 -0.9512 -1.0529 -0.268 0.441 -0.151
Si -2.6788 0.2320 -0.9176 0.219 0.033 -0.033
C -4.0167 0.1137 -2.2414 0.020 -0.233 0.097
C -1.8723 1.9007 -1.2117 0.091 0.008 -0.047
C -3.4857 -0.0234 0.7445 0.023 0.085 -0.033
H 1.5651 -4.4059 -4.2724 -0.010 0.009 -0.010
H 1.9796 -4.3606 -2.5671 0.013 -0.069 -0.016
H 2.1189 -2.8916 -3.5341 -0.020 -0.014 -0.020
H -0.7633 -4.8312 -4.3981 0.002 -0.022 -0.028
H -3.0982 -4.2220 -3.7411 -0.017 -0.016 -0.012
H -3.4619 -2.4072 -2.1015 -0.045 -0.005 0.035
H -3.6183 -0.1494 -3.2215 0.036 0.033 -0.055
H -4.4723 1.1023 -2.3234 -0.050 0.050 0.006
H -4.8068 -0.5970 -1.9925 -0.046 -0.023 0.006
H -2.2627 2.3450 -2.1309 -0.019 0.023 -0.041
H -0.7838 1.8323 -1.3143 -0.087 -0.028 -0.001
H -2.0555 2.5840 -0.3884 -0.034 0.063 0.108
H -4.0963 -0.9296 0.7118 -0.025 -0.059 0.021
H -4.1203 0.8090 1.0493 -0.039 0.039 -0.011
H -2.7138 -0.1497 1.5016 0.035 -0.002 0.066
C 5.1613 -2.2356 2.6177 0.031 0.005 -0.035
O 4.0297 -1.4155 2.3338 -0.117 -0.010 -0.038
C 3.2047 -1.7227 1.3464 0.114 0.182 -0.086
O 2.2628 -0.9909 1.1124 -0.159 -0.005 0.306
N 3.4277 -2.8605 0.6387 0.138 -0.135 -0.096
N 2.5418 -3.1068 -0.4153 0.034 0.098 -0.019
H 5.5946 -1.8259 3.5247 0.002 -0.010 -0.026
H 5.8930 -2.1601 1.8105 0.003 -0.019 0.003
H 4.8605 -3.2705 2.7918 0.023 0.011 0.004
H 4.3586 -3.2494 0.6060 -0.060 0.018 -0.019
H 2.2851 -4.0845 -0.4161 -0.033 0.032 0.044
H 2.9361 -2.8413 -1.3133 0.000 -0.073 0.069
C -0.6871 -4.6806 -0.0613 0.125 -0.024 -0.031
C -0.6961 -3.7708 1.1138 -0.230 0.016 -0.041
N -0.1246 -2.5887 1.2053 0.196 0.031 0.023
C -0.3103 -2.1688 2.5107 -0.031 0.108 0.091
C -1.0329 -3.0863 3.1915 -0.062 0.064 -0.027
N -1.2867 -4.1043 2.2949 0.281 -0.077 -0.025
C -2.1659 -5.2175 2.5538 -0.015 0.026 0.011
N -3.5481 -4.8474 2.4098 -0.195 -0.139 -0.020
N -4.1618 -4.2358 3.4495 0.071 0.039 0.175
N -5.3290 -3.8630 3.1066 -0.023 0.030 0.016
C -5.5271 -4.2161 1.7889 0.002 -0.017 -0.065
C -6.6348 -4.0223 0.9575 0.060 -0.016 0.026
C -6.5405 -4.4931 -0.3287 0.065 -0.038 -0.028
C -5.3783 -5.1541 -0.7851 -0.072 0.032 -0.025
C -4.2828 -5.3525 0.0207 0.006 0.017 0.068
C -4.3796 -4.8580 1.3260 0.033 0.055 -0.048
H 0.1262 -4.3900 -0.7191 -0.083 -0.044 0.039
H -1.6075 -4.6148 -0.6406 0.001 0.024 -0.032
H -0.5340 -5.7165 0.2455 -0.014 -0.017 0.009
H 0.0701 -1.2162 2.8400 0.013 -0.040 0.002
H -1.4227 -3.1021 4.1925 -0.016 0.004 0.053
H -2.0255 -5.5485 3.5825 0.005 0.012 -0.077
H -1.9399 -6.0369 1.8744 -0.027 0.035 0.017
H -7.5184 -3.5198 1.3232 -0.019 0.013 0.017
H -7.3693 -4.3634 -1.0097 -0.022 0.000 -0.033
H -5.3512 -5.5164 -1.8040 -0.005 -0.008 -0.021
H -3.4066 -5.8689 -0.3435 0.028 -0.008 -0.012
Te -0.6010 0.1125 -4.3488 0.030 -0.116 -0.007
C -1.0411 1.9846 -5.0784 0.063 0.052 -0.008
C -0.1738 3.0214 -5.3401 -0.111 -0.023 0.023
C -0.8248 4.1867 -5.8048 0.003 -0.011 0.027
C -2.1792 4.0268 -5.8851 0.000 -0.015 0.002
S -2.6591 2.4645 -5.4072 -0.042 -0.008 -0.013
H 0.8907 2.9442 -5.1895 0.090 -0.005 0.002
H -0.3158 5.1043 -6.0574 0.011 0.029 -0.014
H -2.9081 4.7557 -6.1965 -0.038 0.041 -0.023
C -2.2585 2.3110 6.0041 0.070 -0.040 -0.008
C -1.4531 1.4488 5.0386 0.152 -0.076 -0.076
C -0.3707 0.6761 5.7858 -0.053 -0.024 -0.010
C -2.3765 0.4941 4.2980 -0.007 -0.009 -0.022
O -0.7637 2.3151 4.1359 -0.232 0.238 0.148
Si -0.7234 2.6217 2.5266 0.101 0.023 -0.093
S 0.1586 1.0117 1.5368 0.000 -0.216 -0.459
O -2.2002 2.9965 1.9281 -0.035 -0.080 0.031
C -2.9501 4.2247 1.9235 0.028 -0.031 -0.076
C -2.4362 5.1185 0.7962 -0.024 -0.011 0.034
C -4.3933 3.8102 1.6670 0.019 0.051 -0.005
C -2.8365 4.9508 3.2572 -0.022 -0.016 -0.010
O 0.1943 3.9711 2.3783 -0.137 0.095 0.041
C 1.3431 4.4275 3.1001 0.068 -0.027 -0.055
C 2.0803 5.3560 2.1422 0.023 -0.057 0.046
C 0.8866 5.1890 4.3397 -0.007 0.044 -0.054
C 2.2309 3.2560 3.4985 0.031 0.004 0.076
H -2.6858 1.6943 6.7961 -0.002 -0.021 0.023
H -3.0758 2.8065 5.4835 -0.025 0.008 -0.012
H -1.6213 3.0708 6.4571 0.025 0.015 0.006
H -0.8102 -0.0162 6.5055 -0.017 -0.017 0.025
H 0.2837 1.3659 6.3191 0.018 0.029 0.017
H 0.2348 0.1120 5.0752 0.025 -0.015 -0.035
H -2.8975 -0.1547 5.0045 -0.004 -0.014 0.011
H -1.8131 -0.1253 3.6014 0.016 -0.010 -0.001
H -3.1205 1.0491 3.7281 -0.056 0.037 -0.049
H -2.6603 4.6853 -0.1777 0.004 -0.029 -0.037
H -1.3581 5.2424 0.8835 0.035 0.013 0.025
H -2.9065 6.1022 0.8505 -0.035 -0.004 -0.005
H -4.4526 3.2183 0.7533 0.008 -0.001 -0.034
H -5.0311 4.6880 1.5541 -0.015 0.022 0.011
H -4.7710 3.2079 2.4946 0.004 -0.022 0.020
H -1.8139 5.2753 3.4347 0.064 0.016 0.010
H -3.1406 4.3027 4.0765 -0.027 -0.019 0.008
H -3.4847 5.8287 3.2540 -0.002 0.016 0.000
H 1.4324 6.1812 1.8462 -0.033 0.014 -0.013
H 2.3739 4.8099 1.2454 0.017 -0.024 -0.023
H 2.9752 5.7664 2.6121 0.022 0.016 0.019
H 0.3259 6.0811 4.0574 -0.023 0.022 -0.019
H 1.7503 5.5013 4.9289 0.024 0.018 0.013
H 0.2511 4.5563 4.9560 -0.017 -0.065 0.039
H 2.4638 2.6409 2.6330 0.028 -0.027 -0.064
H 1.7293 2.6212 4.2286 -0.018 -0.001 0.025
H 3.1590 3.6243 3.9405 0.018 0.011 -0.003
C 2.2627 2.1354 -2.3423 0.033 0.033 -0.036
Ge 2.7036 0.2550 -1.8457 0.173 0.478 -0.026
C 4.2424 0.6658 -0.5938 -0.054 -0.105 0.031
C 5.5182 0.0979 -0.5921 0.044 0.071 -0.189
C 6.4842 0.4482 0.3456 0.079 -0.039 0.021
C 6.1994 1.3783 1.3290 0.007 0.029 0.028
C 4.9390 1.9566 1.3546 -0.019 0.022 -0.003
C 3.9844 1.6009 0.4138 -0.075 -0.025 0.097
C 3.6626 -0.6840 -3.3458 -0.011 -0.042 0.032
C 4.3844 -1.7928 -2.9684 0.010 -0.073 0.063
C 5.0734 -2.6297 -3.8717 0.022 -0.007 0.023
C 5.0371 -2.3557 -5.2033 0.001 0.011 -0.013
C 4.3273 -1.2228 -5.6691 0.036 -0.075 -0.038
C 4.3010 -0.9226 -7.0540 0.005 -0.012 -0.021
C 3.6340 0.1691 -7.5226 0.008 0.009 0.025
C 2.9635 1.0155 -6.6157 -0.022 0.023 -0.038
C 2.9736 0.7463 -5.2779 -0.066 0.083 0.057
C 3.6477 -0.3824 -4.7484 -0.016 0.004 0.012
H 3.1260 2.6570 -2.7581 -0.005 0.036 -0.023
H 1.9528 2.6534 -1.4331 0.045 -0.018 0.061
H 1.4217 2.2032 -3.0337 0.008 -0.042 0.016
H 5.8180 -0.5873 -1.3727 -0.040 -0.052 -0.056
H 7.4729 0.0066 0.2850 0.006 -0.015 0.001
H 6.9503 1.6618 2.0553 0.016 0.004 0.022
H 4.6932 2.6869 2.1137 0.006 0.026 0.023
H 3.0024 2.0550 0.4909 -0.056 -0.011 -0.030
H 4.4578 -2.0498 -1.9163 0.033 0.052 0.025
H 5.6284 -3.4830 -3.4993 -0.004 -0.004 -0.002
H 5.5547 -2.9818 -5.9198 0.003 -0.014 -0.011
H 4.8291 -1.5811 -7.7338 -0.002 -0.005 -0.006
H 3.6224 0.3919 -8.5812 -0.009 0.002 -0.022
H 2.4320 1.8810 -6.9898 -0.014 0.031 0.007
H 2.4556 1.4002 -4.5934 0.039 -0.051 -0.038
```
Positions in Å, forces in eV/Å.

=====

Question: Look up the molecular weight of the first one.
Answer: 476.0 g mol⁻¹